39
Properties=species:S:1:pos:R:3:forces:R:3:nbo_charge:R:1 method="wB97M-V/def2-TZVPD" e_tot_ha=-993.7405 homo_lumo_gap_ha=0.3691 de_lowest_kj_mol=85.92 spin_multiplicity=1
O 6.580058 -2.720431 11.595977 -0.401 0.179 0.431 -0.990
O 5.244938 0.446686 15.440425 -0.329 0.299 -0.331 -1.001
O 5.665130 -4.925213 13.118515 -0.355 -0.082 0.151 -0.959
O 2.766603 -4.682416 12.383860 0.370 -0.248 0.515 -0.962
O 3.957512 -1.812294 13.011625 0.034 -0.308 0.193 -0.944
O 0.253788 -3.296565 13.864912 0.306 -0.043 -0.042 -0.944
O 6.207239 0.340849 12.684878 -0.277 0.197 -0.077 -0.994
O 4.466857 -1.723024 9.604082 -0.191 -0.048 0.208 -0.975
O 1.539358 -0.042917 12.844154 -0.024 0.067 0.277 -0.999
O 6.942621 -1.938725 14.880984 0.086 -0.053 -0.197 -0.952
O 3.809502 0.970215 11.162391 -0.177 0.176 -0.043 -0.982
O 2.553747 -0.302367 15.527966 0.456 -0.116 -0.349 -1.012
O 1.784342 -2.695596 10.632555 0.038 -0.019 0.183 -0.978
H 5.444517 0.363613 14.487930 0.338 -0.051 0.026 0.510
H 6.334833 -3.399983 12.253321 0.230 0.277 -0.441 0.485
H 6.591386 -2.776906 15.193014 -0.034 0.013 -0.070 0.461
H 0.522033 -3.644295 14.723063 -0.086 0.172 -0.017 0.467
H 1.959113 -3.379601 11.300408 -0.151 -0.071 -0.333 0.491
H 6.712508 -1.913349 13.938007 0.049 -0.027 0.221 0.487
H 2.391917 -0.161794 16.464841 -0.035 0.081 -0.051 0.485
H 2.723464 -4.608250 13.348133 -0.366 -0.010 -0.164 0.486
H 4.379226 -0.761226 9.638611 0.004 -0.083 0.157 0.484
H 3.681172 1.892245 10.909833 -0.025 -0.110 0.011 0.478
H 6.114900 0.479432 15.848663 -0.050 -0.279 0.030 0.494
H 3.533417 -0.204290 15.435179 -0.364 0.105 0.417 0.518
H 1.008842 -2.999749 10.149474 0.083 0.037 0.033 0.481
H 0.582441 0.016419 12.747966 0.092 -0.016 -0.097 0.487
H 0.920076 -2.631905 13.638637 -0.195 0.057 0.102 0.477
H 2.840845 -5.631552 12.211271 -0.091 0.179 -0.152 0.500
H 3.480314 -1.045091 13.344229 0.032 -0.051 -0.106 0.479
H 4.730450 -4.683288 12.996381 0.411 -0.111 -0.025 0.482
H 5.732614 -2.410390 11.225142 0.292 -0.141 -0.155 0.494
H 1.707530 0.095388 13.795811 -0.049 0.011 0.029 0.510
H 5.495361 0.772875 12.173189 0.221 -0.424 0.098 0.498
H 5.718158 -5.468001 13.912905 -0.004 0.105 -0.083 0.478
H 6.359931 -0.507341 12.237248 -0.049 0.090 0.055 0.497
H 2.974547 0.699453 11.585347 0.124 -0.045 0.009 0.510
H 3.622293 -2.048765 9.960801 0.083 0.120 -0.202 0.491
H 3.259558 -2.377374 12.666795 0.004 0.170 -0.213 0.461

---

39
Properties=species:S:1:pos:R:3:forces:R:3:nbo_charge:R:1 method="wB97M-V/def2-TZVPD" e_tot_ha=-993.5502 homo_lumo_gap_ha=0.3557 de_lowest_kj_mol=585.66 spin_multiplicity=1
O -3.384322 -1.024347 -2.203970 -2.287 1.132 -2.602 -0.921
O -3.825191 1.099897 2.671118 0.960 0.871 -0.605 -0.920
O 4.999888 0.152267 0.938313 0.362 0.861 1.843 -0.958
O 1.104605 4.649827 0.644974 -1.217 0.909 2.298 -0.940
O -0.114147 0.890389 -0.689379 3.233 0.566 2.960 -0.931
O 1.775063 -0.624635 -1.280081 3.083 -0.862 -1.623 -0.942
O -0.905731 -3.876372 -1.749781 -0.049 0.488 0.129 -0.937
O -1.118875 -1.562788 1.939075 -2.191 -0.585 2.773 -0.917
O 3.811738 1.382766 -2.462046 1.717 -0.772 0.580 -0.916
O 1.318684 -3.612046 1.123517 -1.275 0.828 -0.274 -0.927
O -2.196165 0.595438 -0.622466 -4.827 -1.382 -0.449 -0.920
O 0.432528 -0.094006 3.842482 -0.749 0.350 -1.570 -0.921
O -2.767644 2.841159 -1.355278 -0.083 -1.034 -1.354 -0.918
H -3.426101 3.143573 -1.956678 -1.173 1.779 -0.423 0.439
H -0.728566 -1.809326 2.809131 -1.040 0.141 -0.405 0.481
H -0.228412 -4.542706 -1.652464 0.238 -0.355 -0.001 0.470
H 0.095789 0.780600 -1.591959 0.160 0.372 -1.547 0.466
H 0.874352 -0.660636 -1.110831 -2.782 -0.345 0.767 0.463
H 4.981626 -0.731999 1.385125 0.134 1.553 -0.223 0.473
H -3.015134 -1.584619 -2.889380 0.616 -0.678 0.198 0.468
H -4.434514 0.430579 2.892461 -1.297 -1.140 0.761 0.459
H -1.744489 0.510699 0.165132 2.022 0.036 2.223 0.474
H -3.107411 0.389304 -0.292765 0.663 0.156 -1.101 0.445
H 1.130517 -2.842027 0.562212 -0.172 -0.288 0.136 0.458
H 1.469773 5.329518 0.078516 0.008 0.284 -0.043 0.468
H 2.242878 -3.678691 0.982250 1.579 -0.473 0.003 0.468
H 0.327976 -0.172904 2.862490 -0.196 0.613 1.228 0.462
H 4.630990 0.894287 -2.185626 -0.883 1.063 0.311 0.470
H -0.348196 -1.490305 1.474214 2.963 0.317 -2.647 0.438
H -2.700877 1.981133 -1.835247 0.966 0.347 1.490 0.474
H 1.137376 -0.696916 3.993636 1.145 -0.737 0.607 0.458
H -0.783248 -3.319354 -0.969583 -0.274 -0.117 -0.117 0.468
H 0.780703 0.896426 -0.233173 -1.380 0.591 -1.090 0.483
H 0.656753 5.141859 1.428962 1.233 -1.222 -2.241 0.473
H -4.043195 -0.548368 -2.832950 1.294 -0.844 1.970 0.456
H 1.792622 -0.623547 -2.256937 0.387 -0.085 0.705 0.466
H 3.562843 0.771068 -3.141427 -0.754 -0.204 -0.939 0.447
H -3.420804 0.720077 1.886046 0.339 0.280 -0.075 0.460
H 5.166311 0.894737 1.632350 -0.476 -2.412 -1.651 0.485

---

39
Properties=species:S:1:pos:R:3:forces:R:3:nbo_charge:R:1 method="wB97M-V/def2-TZVPD" e_tot_ha=-993.7130 homo_lumo_gap_ha=0.3600 de_lowest_kj_mol=158.04 spin_multiplicity=1
O 1.838459 -1.869651 -24.675104 0.322 -0.021 0.379 -0.972
O -1.660250 -3.088186 -28.544936 0.344 0.018 0.050 -0.969
O 0.013395 -3.679077 -25.485937 -0.717 -0.297 -0.358 -0.987
O -2.755917 -2.272845 -24.618387 0.345 -0.283 -0.120 -0.986
O -5.709752 -1.334437 -25.428180 -0.070 0.054 -0.047 -0.934
O -0.621883 -0.769526 -25.974767 0.032 0.195 -0.103 -0.976
O -4.426514 -4.605894 -25.316682 0.146 0.275 -0.132 -0.977
O -4.516533 -1.698856 -22.287540 0.225 -0.201 0.047 -0.960
O -1.313167 -3.817298 -22.450626 -0.304 -0.060 -0.090 -0.958
O -4.488467 -3.409468 -28.080228 0.133 -0.014 -0.172 -0.978
O -0.460255 -0.954040 -21.874645 0.037 0.175 -0.094 -0.947
O -3.300776 0.035595 -26.556858 0.161 0.331 0.085 -0.965
O -1.456390 -5.835710 -24.359298 0.098 0.277 0.059 -0.991
H -3.023109 -2.019174 -25.516469 -0.195 0.053 0.307 0.506
H 1.133044 -2.526235 -24.795995 -0.031 0.201 0.007 0.494
H 0.411654 -1.042152 -21.473617 -0.066 -0.053 -0.100 0.472
H -1.347563 -6.669981 -23.894553 -0.010 0.024 -0.101 0.479
H -5.874564 -0.469250 -25.037619 0.003 -0.128 0.058 0.465
H -1.321619 -2.564807 -29.280392 -0.047 -0.052 0.105 0.481
H -1.423792 -5.147185 -23.663941 -0.106 -0.358 0.192 0.496
H -1.959377 -3.123897 -22.651932 0.160 0.014 0.269 0.495
H -4.760503 -4.117549 -28.675053 -0.078 0.056 0.100 0.474
H -1.483684 -4.047142 -21.529994 0.066 0.107 -0.067 0.488
H -3.137457 0.477537 -25.710283 -0.182 -0.161 -0.072 0.491
H -1.462336 -0.611495 -26.438933 0.295 0.135 0.006 0.497
H -3.533203 -3.322990 -28.247213 -0.058 0.016 0.103 0.501
H -3.834599 -3.946589 -24.909903 -0.421 -0.341 -0.280 0.474
H -0.285297 -0.958384 -22.824644 0.072 -0.067 0.109 0.475
H -3.834464 0.656637 -27.067212 0.130 -0.115 -0.018 0.487
H -0.891017 -3.266257 -27.979807 -0.319 0.106 0.005 0.499
H -0.145471 0.069367 -25.998779 -0.260 -0.038 -0.110 0.468
H -4.941834 -2.508242 -21.983446 -0.048 0.102 -0.121 0.467
H 1.524772 -1.096841 -25.142328 -0.072 0.011 -0.148 0.457
H -0.735762 -4.261384 -25.246639 0.606 -0.208 -0.112 0.510
H -3.974548 -1.972760 -23.044207 -0.244 0.153 -0.042 0.488
H -5.634027 -1.175829 -26.375867 0.017 -0.124 0.059 0.469
H -1.830636 -2.553159 -24.703782 -0.112 0.388 -0.143 0.492
H -4.642063 -4.235671 -26.192583 0.137 -0.042 0.403 0.484
H 0.661314 -4.277613 -25.870814 0.008 -0.129 0.087 0.489

---

44
Properties=species:S:1:pos:R:3:forces:R:3:nbo_charge:R:1 method="wB97M-V/def2-TZVPD" e_tot_ha=-1692.8088 homo_lumo_gap_ha=0.3279 total_charge=-2 de_lowest_kj_mol=692.03 spin_multiplicity=1
S -0.070455 0.070409 -0.124682 -4.544 0.430 -2.200 2.789
O 0.861545 -0.497591 0.735318 3.111 -1.751 4.438 -1.055
O 0.163545 1.412409 -0.439682 0.160 3.040 -0.055 -1.078
O 0.150545 -2.863591 -2.381682 1.405 -2.805 -0.589 -1.001
O -1.804455 -0.350591 2.846318 0.731 -1.392 2.167 -1.048
O 0.075545 -0.571591 -1.388682 -3.195 -3.103 -0.603 -1.069
O 3.004545 0.672409 1.721318 -3.378 0.071 -3.122 -0.981
O -0.803455 2.759409 1.589318 2.888 1.901 1.121 -0.958
O -1.031455 3.266409 -1.532682 -9.271 -3.584 0.922 -0.927
O -2.960455 -2.120591 0.174318 -4.258 -2.548 -0.094 -0.955
O 1.842545 -0.272591 -2.663682 3.094 -0.419 -2.548 -1.010
O -1.743455 -0.458591 -3.301682 1.068 -0.767 0.744 -0.971
O 0.435545 -1.019591 3.351318 1.504 -2.972 2.747 -0.919
O 1.930545 2.887409 -0.042682 5.632 -0.091 3.550 -0.998
O 3.681545 -0.673591 -0.482682 2.958 -0.566 3.223 -0.998
O -3.611455 1.347409 -0.032682 0.824 -1.901 7.201 -0.974
O -1.455455 -0.063591 0.341318 0.525 -0.250 0.076 -1.092
O 0.798545 -3.095591 0.804318 -0.231 2.155 -0.475 -1.005
H 1.013545 -0.333591 -2.176682 0.328 0.810 -0.144 0.457
H 0.602545 -2.077591 0.593318 0.753 -3.344 0.718 0.489
H -1.020455 -0.731591 -2.655682 -1.306 0.132 -1.361 0.489
H -0.478455 3.845409 -1.754682 6.652 8.216 -3.084 0.434
H -2.434455 -1.386591 0.273318 2.469 2.538 0.263 0.478
H 0.295545 -0.849591 2.454318 0.808 0.861 -2.622 0.509
H 0.063545 -2.049591 -1.878682 0.370 -0.159 0.757 0.487
H -0.005455 -3.597591 0.661318 -0.306 0.249 -0.129 0.464
H -1.927455 0.374409 -2.884682 -0.472 0.921 -0.007 0.451
H 0.874545 -3.450591 -1.995682 -1.600 1.715 -0.369 0.470
H -0.371455 2.378409 0.827318 1.409 0.609 -0.287 0.469
H -3.595455 1.416409 -0.892682 -0.071 0.947 -7.297 0.442
H -0.953455 -0.873591 3.202318 -3.513 1.690 -0.392 0.461
H -1.550455 2.302409 1.398318 -4.691 -1.845 0.105 0.457
H 2.127545 0.126409 1.658318 1.850 1.220 -0.672 0.522
H 3.128545 -0.219591 -1.057682 -1.869 1.428 -2.025 0.490
H -2.851455 0.687409 0.117318 -1.259 1.441 -0.008 0.493
H 3.894545 -0.061591 0.296318 -0.878 -1.274 -1.810 0.479
H 1.233545 2.342409 -0.279682 -1.699 -1.236 -0.919 0.459
H 1.869545 -1.192591 -2.984682 0.383 0.529 -0.055 0.454
H 2.440545 2.167409 0.600318 -1.670 3.028 -2.290 0.474
H -0.472455 2.612409 -1.282682 1.894 -3.758 1.334 0.471
H 3.307545 0.435409 2.526318 1.900 -0.928 4.206 0.457
H -3.855455 -1.716591 0.346318 1.288 -0.876 -0.272 0.453
H 0.844545 -0.313591 3.804318 0.408 1.479 0.247 0.479
H -1.643455 -0.262591 1.911318 -0.199 0.158 -0.389 0.465

---

40
Properties=species:S:1:pos:R:3:forces:R:3:nbo_charge:R:1 method="wB97M-V/def2-TZVPD" e_tot_ha=-993.9482 homo_lumo_gap_ha=0.4147 total_charge=+1 de_lowest_kj_mol=421.30 spin_multiplicity=1
O -0.733345 -2.892215 1.320021 2.124 3.006 -1.465 -0.995
O -2.760099 -2.185389 -0.101851 -1.595 0.086 -0.989 -0.988
O 0.752189 3.108512 0.369714 0.354 0.352 -0.083 -0.975
O -1.114307 3.245561 -2.351568 2.501 -3.594 3.082 -0.958
O -0.076649 1.603188 2.417257 0.302 2.381 -1.922 -1.007
O 2.424004 -0.979828 -0.608184 -0.172 0.414 0.500 -0.973
O -2.619707 1.248612 -3.494965 3.353 2.301 -0.876 -0.958
O 2.122957 -2.536446 1.566015 1.247 -0.256 0.342 -0.947
O 2.643743 1.466341 0.751911 1.215 -1.052 2.132 -0.977
O 0.446723 0.022684 -2.166049 -1.438 6.425 3.862 -0.945
O -0.655507 -0.264874 0.023243 3.573 -2.300 2.884 -1.007
O 0.722339 -0.971963 2.696474 -1.857 3.078 1.146 -1.046
O -2.369853 -0.284841 -1.866818 -0.134 -0.067 1.846 -0.915
H 0.181643 -1.258771 3.473011 0.553 0.509 -0.706 0.492
H 0.470471 0.062291 2.616871 0.370 -2.320 0.426 0.526
H -3.074451 -3.018685 0.255385 -0.032 -0.045 -0.073 0.483
H 1.397661 2.391008 0.181790 -0.072 0.485 -0.210 0.506
H -1.045136 -3.611603 1.778730 -0.697 -2.577 1.874 0.484
H -1.856867 -2.110593 0.172810 0.901 -0.214 0.579 0.503
H -1.533437 -0.183534 -1.155974 -2.012 -0.396 -0.778 0.564
H 0.493408 2.170865 1.748047 -1.074 -1.221 1.382 0.501
H 1.326031 3.867375 0.585881 -0.386 -0.291 -0.182 0.495
H 0.125925 -2.527872 1.662669 -1.218 -0.736 -0.349 0.510
H -1.583489 1.046126 -3.715992 -3.803 0.468 0.817 0.507
H 0.766733 -0.710922 -2.493452 2.592 -5.922 -3.129 0.459
H -3.009423 0.626117 -1.993339 2.226 -3.298 -0.691 0.592
H 2.373599 -1.481523 0.221514 -0.221 -0.141 -0.566 0.495
H 2.607333 -1.715292 1.812757 -0.528 -0.989 0.463 0.481
H -2.524209 2.214025 -3.237648 -0.306 -1.071 -0.868 0.511
H 1.004114 0.159504 -1.331771 -0.578 0.148 -2.174 0.491
H 2.513885 -1.652452 -1.274804 0.313 -0.546 -0.472 0.487
H 2.535107 1.425301 1.753162 0.350 0.125 -1.832 0.494
H -0.353343 3.646132 -1.848901 -1.091 0.426 -0.868 0.498
H 0.231881 -0.727859 -0.323748 -2.968 1.228 1.228 0.507
H 3.498054 0.999031 0.578363 -1.050 0.554 -0.042 0.515
H -0.896928 2.116754 2.185549 0.535 -1.177 0.807 0.506
H -2.730275 -1.242154 -1.800874 0.067 1.986 0.692 0.575
H -0.890200 2.281329 -1.895044 -1.175 3.197 -1.941 0.463
H -0.579340 -0.506696 1.065641 -0.738 0.876 -3.273 0.546
H 1.768773 -2.837262 2.424172 0.567 0.167 -0.569 0.499

---

41
Properties=species:S:1:pos:R:3:forces:R:3:nbo_charge:R:1 method="wB97M-V/def2-TZVPD" e_tot_ha=-1069.5165 homo_lumo_gap_ha=0.3269 total_charge=-1 de_lowest_kj_mol=447.83 spin_multiplicity=1
O -1.307818 0.867184 4.030209 1.120 0.628 1.616 -0.989
O 2.404318 -1.331451 -2.453649 -2.520 0.197 -0.854 -1.025
O 2.037640 1.348882 2.325566 3.689 -3.355 -0.414 -0.985
O 0.925075 4.961686 0.747971 4.626 7.222 -1.995 -0.927
O -0.006065 -1.736500 -3.584020 -0.429 -0.576 0.604 -1.019
O -0.285403 -0.948380 0.509072 0.360 -0.318 -0.023 -0.973
O 2.014394 1.565937 -1.574967 -0.049 1.942 0.594 -0.964
O -3.356072 1.004057 2.452121 1.959 2.518 3.198 -0.964
O -0.023741 2.268215 0.413189 0.204 2.459 1.195 -0.973
O 2.528162 -1.139424 0.738317 0.973 1.730 3.883 -0.921
O -2.957590 -1.986069 -0.167320 -0.069 -0.438 1.706 -1.033
O -1.912419 -0.886551 -2.207940 -3.065 -1.483 -1.586 -1.164
O -2.149430 0.767934 -0.471264 -0.875 -0.739 0.720 -1.025
O 2.256146 -3.938138 0.153506 1.832 1.761 5.765 -0.961
H -0.567917 1.527504 0.425100 -1.390 -2.144 0.685 0.466
H 2.786831 -1.769177 0.133745 0.460 -2.194 -2.504 0.476
H -0.025153 -0.950480 -4.130312 -0.165 0.139 -0.176 0.464
H 0.622518 2.022671 -0.213385 1.769 -0.322 -1.514 0.498
H 1.378661 -1.483345 -2.718383 2.201 0.243 0.085 0.511
H -3.839223 0.321961 2.123051 -1.971 -2.400 -2.562 0.491
H 2.518344 -2.012944 -1.801642 0.233 -0.418 0.445 0.454
H 1.643128 -4.256889 -0.418851 -3.140 -1.449 -2.484 0.471
H 2.314373 0.527377 1.734937 -1.078 2.576 1.579 0.491
H 1.790244 -3.822001 1.094792 1.311 -0.295 -3.457 0.493
H -1.850020 1.644309 -0.421799 0.094 2.028 -0.713 0.463
H -3.751282 -2.390980 -0.529357 0.440 0.593 -0.496 0.466
H -0.907345 -1.676215 -3.026171 0.716 0.410 -0.681 0.521
H -3.152339 1.773071 1.935588 -0.366 -0.279 -0.985 0.496
H -2.153521 0.376946 -1.398986 -0.581 0.235 0.032 0.504
H 1.226217 1.588881 1.975451 -2.683 0.858 -1.215 0.478
H -1.146671 -0.472354 -1.985355 3.917 1.496 0.730 0.412
H 1.221193 4.178644 0.532081 1.740 -6.422 -1.363 0.470
H -0.647745 -0.212865 0.002145 -0.198 -0.067 0.174 0.459
H 1.987244 0.723279 -1.958180 -0.518 -2.743 -0.720 0.497
H -0.445037 0.471632 3.890866 -0.116 -0.130 -0.371 0.472
H -2.571976 -1.241636 -0.695573 -0.945 -1.117 -0.876 0.515
H 3.161580 -1.363600 1.478402 -1.046 0.526 -0.923 0.452
H -0.918678 -1.635072 0.268963 -0.109 -0.236 0.225 0.483
H -1.938488 0.575918 3.389747 -0.530 -0.391 -0.974 0.493
H 0.170875 4.968893 1.160500 -6.322 -0.657 3.402 0.458
H 2.926998 1.769071 -1.758182 0.520 0.614 0.250 0.470